Entry from OMol25: a single C5H9NO molecule (ωB97M-V with the def2-TZVPD basis set).

Summary:
* HOMO: -10.8 eV
* lowest unoccupied orbital energy: 0.6 eV
* Kohn-Sham gap: 0.418 Eh

Cartesian coordinates (Å):
1 C -1.0751 -0.9122 0.6850
2 C -0.2617 0.2345 0.0688
3 C -0.3128 0.1818 -1.4632
4 C 1.2034 0.1802 0.5616
5 O 1.8353 -1.0146 0.1558
6 C -0.7979 1.5287 0.5309
7 N -1.1754 2.5575 0.9030
8 H -0.6221 -1.8649 0.3964
9 H -1.0816 -0.8440 1.7773
10 H -2.1112 -0.8907 0.3334
11 H -1.3425 0.2607 -1.8231
12 H 0.1042 -0.7707 -1.8035
13 H 0.2635 1.0018 -1.9048
14 H 1.7411 1.0591 0.1847
15 H 1.2141 0.2285 1.6573
16 H 2.4892 -0.7965 -0.5168

Atomic forces in eV per Å
C -0.031 -0.063 0.045
C 0.016 -0.005 -0.003
C -0.002 0.013 -0.105
C -0.056 0.291 0.148
O 0.185 -0.026 -0.173
C -0.311 0.901 0.324
N 0.324 -0.983 -0.357
H -0.056 0.135 0.032
H 0.012 -0.008 -0.147
H 0.164 0.014 0.031
H 0.125 -0.025 0.070
H -0.064 0.137 0.058
H -0.064 -0.111 0.064
H -0.094 -0.086 0.062
H -0.023 -0.029 -0.143
H -0.125 -0.154 0.095

Entry from OMol25: a molecular structure, C5H9NO (ωB97M-V with the def2-TZVPD basis set).

Summary:
* HOMO: -9.0 eV
* lowest unoccupied orbital energy: 0.8 eV
* Kohn-Sham gap: 0.363 Eh

Cartesian coordinates (Å):
1 C 1.0864 -1.0661 0.1901
2 C 0.5700 0.3762 0.0671
3 O 1.5470 1.3270 0.4140
4 C -0.3320 0.7425 -1.1573
5 N -1.5663 0.9457 -0.2605
6 C -1.6068 -0.4837 0.4240
7 C -0.6895 0.5614 0.8497
8 H 0.3091 -1.8382 0.2133
9 H 1.6124 -1.1574 1.1435
10 H 1.7260 -1.3202 -0.6541
11 H 2.1759 1.4229 -0.3110
12 H -0.4549 -0.0477 -1.9004
13 H -0.0061 1.6518 -1.6896
14 H -1.3883 -1.2106 -0.3420
15 H -2.1573 -0.9543 1.2491
16 H -0.8657 1.0421 1.8065

Atomic forces in eV per Å
C 0.389 0.029 -0.080
C -0.114 -0.428 -0.005
O 0.174 0.166 -0.280
C -0.038 -0.337 -0.151
N -0.378 -0.742 0.249
C -0.497 0.269 -0.427
C 0.376 -0.163 0.620
H 0.216 0.464 -0.117
H 0.297 0.060 -0.201
H 0.394 0.017 0.102
H -0.018 -0.064 0.083
H -0.073 -0.022 -0.022
H -0.417 -0.135 0.539
H 0.490 -0.082 0.284
H -1.248 1.147 -0.720
H 0.448 -0.179 0.127

Entry from OMol25: a molecular structure, C5H9NO (ωB97M-V with the def2-TZVPD basis set).

Summary:
* HOMO (spin up / spin down): -7.5 / -7.5 eV
* lowest unoccupied orbital energy (spin up / spin down): 0.3 / 0.3 eV
* Kohn-Sham gap (spin up / spin down): 0.286 / 0.286 Eh

Cartesian coordinates (Å):
1 C 0.1437 -0.3548 0.9921
2 C 1.6399 -0.1919 0.8378
3 C 0.1180 1.6056 -1.1727
4 C -1.5999 -0.0072 -1.1132
5 C -0.9287 -1.1234 -0.5561
6 O -0.5360 0.6296 1.6704
7 N -0.9050 1.0139 -1.5444
8 H -0.4040 1.4579 1.1923
9 H -0.0720 -1.2803 1.5231
10 H 0.7801 2.0495 -1.9219
11 H -2.6780 0.0739 -1.1093
12 H 1.9159 0.8180 0.5459
13 H 2.1279 -0.3996 1.7975
14 H 2.0355 -0.8982 0.1088
15 H -0.0629 -1.4930 -1.0944
16 H -1.5742 -1.9000 -0.1559

Atomic forces in eV per Å
C -1.528 -1.758 -0.619
C -0.002 0.099 -0.138
C 0.455 1.247 0.104
C -0.314 1.349 -1.097
C 2.075 0.708 1.721
O -0.026 0.130 -0.317
N -0.847 -1.553 1.046
H 0.104 0.125 -0.162
H 0.230 0.067 0.206
H 0.047 -0.262 -0.327
H -0.046 0.069 -0.095
H -0.059 -0.029 -0.115
H -0.130 -0.073 -0.035
H 0.024 0.018 -0.049
H -0.136 -0.168 -0.145
H 0.151 0.032 0.024

Entry from OMol25: 2 unconnected molecules or ions with the total composition C5H9NO (ωB97M-V with the def2-TZVPD basis set).

Summary:
* HOMO: -9.0 eV
* lowest unoccupied orbital energy: -0.1 eV
* Kohn-Sham gap: 0.327 Eh

Cartesian coordinates (Å):
1 C 0.8439 -1.6439 1.3051
2 C 1.1205 -0.1767 1.4522
3 N 1.8876 0.5461 0.7404
4 C -1.5792 0.5762 0.1608
5 C -1.4724 0.4900 -1.2433
6 C -0.2100 1.3040 -1.5125
7 O -0.2689 -0.0579 -1.7891
8 H -0.2334 -1.7947 1.1772
9 H 1.1546 -2.1753 2.2124
10 H 1.3656 -2.0704 0.4422
11 H 0.5991 0.3150 2.2783
12 H 2.2990 -0.0255 -0.0040
13 H -2.4810 1.1880 0.3584
14 H -2.2644 0.6118 -1.9854
15 H -0.3195 1.9843 -2.3582
16 H 0.4640 1.5973 -0.7081

Atomic forces in eV per Å
C 0.035 -0.005 -0.068
C 0.158 0.140 -0.032
N -0.145 -0.365 0.134
C -0.107 0.112 -0.369
C -0.483 -0.050 0.264
C 0.351 0.315 0.004
O 0.039 -0.053 -0.040
H 0.156 0.039 0.041
H -0.049 0.064 -0.113
H -0.058 0.087 0.120
H 0.072 -0.033 -0.100
H 0.011 0.040 0.064
H 0.047 -0.087 -0.054
H 0.098 -0.042 0.114
H 0.010 -0.105 0.139
H -0.135 -0.057 -0.104

Entry from OMol25: a molecular structure, C5H9NO (ωB97M-V with the def2-TZVPD basis set).

Summary:
* HOMO: -8.9 eV
* lowest unoccupied orbital energy: 0.8 eV
* Kohn-Sham gap: 0.360 Eh

Cartesian coordinates (Å):
1 C -0.8936 -0.6425 0.8398
2 C -1.1979 0.2509 -0.3284
3 N -0.6151 1.5919 -0.2235
4 C -0.0194 0.6261 -1.1466
5 C 1.2487 -0.0056 -0.6398
6 C 1.0606 -0.4074 0.8191
7 O 1.5680 -1.5559 1.2493
8 H -1.2311 -0.2458 1.7998
9 H -1.3307 -1.6427 0.6809
10 H 0.2543 -1.3997 1.0952
11 H -2.1696 0.1513 -0.8091
12 H -1.1826 2.2651 -0.7305
13 H -0.1288 0.7893 -2.2169
14 H 2.1040 0.6793 -0.6855
15 H 1.4940 -0.9088 -1.2074
16 H 1.0392 0.4544 1.5037

Atomic forces in eV per Å
C -0.123 0.073 -0.004
C -0.149 -0.175 -0.002
N -0.078 0.220 -0.010
C 0.132 -0.112 -0.159
C 0.008 -0.068 0.041
C 0.012 0.473 -0.147
O 0.070 -0.085 0.036
H 0.065 -0.056 -0.132
H 0.096 0.079 0.034
H -0.172 -0.146 0.031
H 0.160 0.026 0.074
H 0.065 -0.086 0.064
H 0.020 -0.022 0.188
H -0.106 -0.069 0.014
H -0.039 0.115 0.046
H 0.038 -0.166 -0.074

Entry from OMol25: a single C5H9NO molecule (ωB97M-V with the def2-TZVPD basis set).

Summary:
* HOMO: -7.1 eV
* lowest unoccupied orbital energy: 0.7 eV
* Kohn-Sham gap: 0.288 Eh

Cartesian coordinates (Å):
1 C 1.3207 1.6144 0.0922
2 C -2.1107 -0.2529 -0.7660
3 C 0.7987 -0.7490 0.7264
4 C -0.1344 -1.6037 0.2202
5 C -0.6655 -0.6561 -0.7542
6 O 1.7586 -0.9393 1.6590
7 N 0.5143 0.4160 0.0741
8 H 2.0535 -0.0892 2.0076
9 H -0.5212 -2.5473 0.5577
10 H -0.1861 -0.5994 -1.7292
11 H 0.9780 2.3178 0.8594
12 H 1.2490 2.1597 -0.8512
13 H 2.3811 1.3937 0.2709
14 H -2.5469 -0.3087 0.2304
15 H -2.6631 -0.9147 -1.4387
16 H -2.2261 0.7586 -1.1584

Atomic forces in eV per Å
C -0.175 0.054 -0.460
C 0.136 0.275 0.043
C -0.688 -0.248 -0.134
C 0.724 -0.648 0.533
C 1.308 1.950 0.162
O -0.095 0.136 -0.252
N -1.152 -0.879 0.394
H -0.049 -0.015 -0.060
H 0.013 -0.021 -0.028
H -0.122 -0.258 -0.156
H 0.012 -0.078 0.078
H 0.067 -0.167 -0.061
H -0.046 -0.001 -0.110
H 0.020 0.017 -0.026
H 0.061 -0.087 0.067
H -0.014 -0.031 0.009

Entry from OMol25: 2 unconnected molecules or ions with the total composition C5H9NO (ωB97M-V with the def2-TZVPD basis set).

Summary:
* HOMO: -9.7 eV
* lowest unoccupied orbital energy: 0.9 eV
* Kohn-Sham gap: 0.389 Eh

Cartesian coordinates (Å):
1 N -1.6899 -1.0556 0.9728
2 C -1.7920 -0.9959 -0.1914
3 C -1.9191 -0.9216 -1.6420
4 H -1.0638 -1.4208 -2.1277
5 H -1.9452 0.1309 -1.9709
6 H -2.8484 -1.4162 -1.9711
7 O 0.7871 0.5888 -1.1350
8 C 1.0094 0.5751 0.0647
9 C 0.5256 1.6764 0.9796
10 C 1.7843 -0.5442 0.7210
11 H -0.0204 2.4428 0.4042
12 H 1.3801 2.1578 1.4844
13 H -0.1506 1.2651 1.7478
14 H 2.6926 -0.1472 1.2049
15 H 1.1654 -1.0401 1.4875
16 H 2.0849 -1.2954 -0.0287

Atomic forces in eV per Å
N -0.198 0.149 -2.602
C 0.206 -0.132 2.473
C -0.117 -0.006 -0.588
H -0.319 0.280 0.285
H 0.100 -0.455 0.212
H 0.362 0.182 0.224
O 0.100 -0.033 0.746
C -0.098 -0.001 -0.431
C -0.255 0.435 -0.026
C 0.227 -0.433 -0.125
H 0.264 -0.381 0.190
H -0.278 -0.247 -0.101
H 0.332 0.061 -0.239
H -0.363 -0.096 -0.080
H 0.200 0.292 -0.215
H -0.161 0.384 0.277

Entry from OMol25: 2 unconnected molecules or ions with the total composition C5H9NO (ωB97M-V with the def2-TZVPD basis set).

Summary:
* HOMO (spin up / spin down): -6.5 / -6.5 eV
* lowest unoccupied orbital energy (spin up / spin down): 0.9 / 0.9 eV
* Kohn-Sham gap (spin up / spin down): 0.272 / 0.272 Eh

Cartesian coordinates (Å):
1 C -1.6589 0.6674 -0.7062
2 C -0.5118 -0.0386 -0.0520
3 C -0.5957 -0.5456 1.3460
4 N 0.5178 -0.4248 -0.7985
5 C 1.6145 -1.1387 -0.5058
6 C 1.8466 1.5591 0.8028
7 O 2.3033 2.2892 0.0570
8 H -1.9941 1.5220 -0.1052
9 H -2.5348 0.0145 -0.8438
10 H -1.3867 1.0543 -1.6970
11 H -1.2913 0.0634 1.9323
12 H 0.3859 -0.5036 1.8355
13 H -0.9439 -1.5909 1.3923
14 H 0.4987 -0.0651 -1.7482
15 H 1.6805 -1.6547 0.4389
16 H 2.3562 -1.2563 -1.2807

Atomic forces in eV per Å
C -0.035 0.069 -0.043
C 0.157 -0.109 -0.067
C 0.012 0.057 0.024
N -0.243 0.180 0.014
C 0.051 -0.190 0.077
C 0.549 0.920 -0.891
O -0.526 -0.837 0.881
H 0.063 -0.127 -0.075
H 0.126 0.062 0.033
H -0.009 -0.069 0.155
H 0.076 -0.109 -0.110
H -0.145 -0.010 -0.071
H 0.084 0.086 -0.028
H -0.011 -0.024 0.122
H -0.020 0.076 -0.119
H -0.130 0.026 0.098

Here are the calculated relative energy (zero: lowest compared OMol25 entry of this formula, charge and spin) numbers, same order: 23.5, 92.0, 122.3, 145.4, 123.2, 81.6, 22.0, 67.7 (kcal/mol).